Computed, not measured: C30H30IrNO4S4 as an isolated structure, with the ωB97M-V functional and the def2-TZVPD basis.

The geometry in XYZ format:
```
70
Properties=species:S:1:pos:R:3:forces:R:3:lowdin_spin:R:1
Ir -0.550 0.194 -0.782 -0.09 0.39 0.40 2.405
C -1.317 4.932 0.347 -0.02 -0.06 -0.01 0.005
C -1.720 3.661 -0.342 0.00 0.07 0.02 0.043
C -2.845 2.948 0.062 -0.04 -0.02 -0.02 0.031
C -3.234 1.776 -0.578 0.03 0.07 0.08 0.063
C -2.513 1.308 -1.677 0.03 -0.03 -0.17 -0.007
C -1.377 2.030 -2.109 0.00 -0.15 -0.20 -0.007
C -0.980 3.175 -1.425 0.05 0.00 0.08 0.069
H -1.707 4.977 1.362 -0.01 0.00 0.00 0.000
H -1.709 5.795 -0.196 0.00 0.00 -0.01 0.002
H -0.233 5.036 0.383 0.01 -0.01 0.00 0.001
H -3.431 3.314 0.897 -0.01 0.00 -0.01 0.001
H -4.116 1.242 -0.247 0.01 0.02 0.00 0.002
H -2.901 0.498 -2.284 0.00 0.00 0.00 0.002
H -0.888 1.760 -3.040 -0.01 0.02 0.00 0.002
H -0.106 3.718 -1.764 -0.01 0.01 0.00 0.002
O 0.862 -1.115 0.237 -0.10 -0.01 -0.01 0.071
S 2.374 -1.391 0.237 -0.21 -0.19 -0.10 0.017
C 2.888 -1.092 1.940 0.00 0.16 -0.01 0.003
C 2.242 0.123 2.596 0.10 -0.02 0.06 0.000
C 0.884 -0.167 3.231 -0.06 -0.03 0.06 0.000
C 0.214 1.120 3.709 -0.02 -0.16 -0.09 0.003
S -0.896 1.822 2.457 -0.04 0.28 -0.08 0.016
O -0.324 1.407 1.109 0.15 -0.08 0.08 0.075
C -2.333 0.826 2.744 -0.06 -0.08 0.04 0.004
C -3.208 1.272 3.727 -0.05 -0.04 -0.06 0.001
C -4.350 0.533 3.994 -0.05 -0.06 -0.02 0.000
C -4.617 -0.625 3.271 0.01 0.10 0.07 0.000
C -3.740 -1.050 2.284 0.07 0.03 -0.05 0.006
C -2.587 -0.322 2.014 0.01 -0.13 0.07 0.010
C 3.144 -0.058 -0.625 0.13 0.05 0.02 0.003
C 2.644 1.239 -0.617 0.06 0.09 0.01 0.002
C 3.332 2.220 -1.315 -0.02 -0.09 0.01 0.001
C 4.501 1.903 -2.000 0.00 -0.03 0.01 0.000
C 4.985 0.603 -2.000 -0.01 0.02 -0.04 0.000
C 4.297 -0.393 -1.322 0.02 0.10 0.01 0.001
H 3.971 -0.996 1.847 0.05 0.00 0.10 0.001
H 2.676 -2.015 2.482 -0.01 -0.02 -0.03 0.000
H 2.152 0.930 1.872 -0.01 0.05 -0.01 0.000
H 2.920 0.492 3.370 0.03 -0.04 -0.01 0.000
H 1.011 -0.839 4.082 0.02 0.04 0.03 0.000
H 0.234 -0.682 2.522 0.04 -0.01 0.03 0.000
H 0.934 1.907 3.943 0.03 -0.01 -0.01 0.000
H -0.427 0.976 4.578 0.02 0.01 0.07 0.001
H -3.013 2.189 4.273 0.02 -0.02 -0.02 0.000
H -5.040 0.869 4.756 0.00 -0.01 0.00 0.000
H -5.515 -1.193 3.475 0.00 0.00 0.01 0.000
H -3.958 -1.949 1.723 -0.01 -0.01 -0.01 0.005
H -1.892 -0.656 1.246 -0.09 0.03 0.15 0.009
H 1.742 1.495 -0.070 0.10 -0.02 -0.05 0.002
H 2.964 3.237 -1.317 0.00 0.01 0.00 0.000
H 5.033 2.675 -2.539 0.00 0.00 0.00 0.000
H 5.890 0.359 -2.539 0.00 0.01 -0.01 0.000
H 4.658 -1.415 -1.336 -0.02 0.01 0.01 0.000
O 0.793 -0.492 -2.691 -0.05 -0.06 -0.23 0.061
S -0.176 -1.446 -3.218 0.02 0.21 -0.13 0.010
O -0.936 -1.090 -4.364 0.03 0.03 0.02 0.005
N -1.157 -1.708 -1.880 -0.08 -0.12 -0.03 0.066
C -1.056 -2.943 -1.480 -0.08 -0.14 0.08 0.119
S -1.878 -3.508 -0.097 0.09 0.03 -0.11 0.830
C -0.165 -3.813 -2.284 -0.04 0.10 0.09 0.027
C 0.114 -5.159 -2.138 0.01 -0.06 0.00 0.014
C 1.021 -5.733 -3.022 0.00 0.05 -0.04 0.001
C 1.623 -4.978 -4.024 0.03 -0.02 -0.02 0.003
C 1.340 -3.622 -4.182 -0.09 -0.08 0.03 0.001
C 0.445 -3.074 -3.290 0.16 -0.15 -0.05 0.007
H -0.358 -5.757 -1.368 0.00 0.01 0.00 0.009
H 1.256 -6.785 -2.935 0.01 0.00 0.00 0.000
H 2.319 -5.452 -4.703 0.00 -0.01 0.01 0.000
H 1.791 -3.039 -4.972 0.00 0.01 0.01 0.000
```
Forces are in eV/Å.

Computed properties:
HOMO level (alpha / beta)	-0.50208 / -0.52982	Eh
F_max	0.011	hartree/bohr
relative energy (zero: lowest compared OMol25 entry of this formula, charge and spin)	0.0	kcal/mol
net charge	+2
expectation value of S²	6.019
total energy	-3213.28078	Eh
2S+1	5



Computed, not measured: C30H30KN5O2S as an isolated structure, with the ωB97M-V functional and the def2-TZVPD basis.

The geometry in XYZ format:
```
69
Properties=species:S:1:pos:R:3:forces:R:3:mulliken_charge:R:1
K -0.425 0.747 0.113 0.05 0.04 -0.07 0.813
C 2.187 3.300 -0.005 0.00 0.04 -0.01 -0.970
C 0.991 4.191 0.142 0.05 0.01 0.02 0.656
C 1.122 5.514 0.562 0.02 -0.04 -0.01 -0.702
C -0.013 6.280 0.727 -0.08 -0.01 -0.01 -0.556
C -1.249 5.717 0.452 0.07 0.05 0.03 -0.852
C -1.298 4.399 0.016 0.00 0.03 0.02 0.710
N -0.201 3.651 -0.123 -0.04 -0.04 -0.02 -0.212
C -2.613 3.765 -0.304 -0.04 0.06 -0.02 0.609
C -3.694 4.547 -0.703 0.01 0.01 0.00 -0.886
C -4.908 3.932 -0.940 -0.01 0.04 -0.02 -0.584
C -5.009 2.563 -0.789 0.00 -0.03 0.00 -0.840
C -3.873 1.847 -0.426 -0.02 -0.01 -0.02 0.455
N -2.705 2.443 -0.185 0.03 -0.10 0.00 0.057
C -3.926 0.359 -0.277 -0.04 0.05 -0.07 0.654
C -4.848 -0.396 -0.992 0.01 -0.02 -0.01 -0.769
C -4.862 -1.768 -0.803 -0.03 0.04 -0.03 -0.634
C -3.976 -2.333 0.093 0.02 -0.02 0.02 -0.576
C -3.078 -1.509 0.766 0.00 -0.02 -0.04 0.721
C -2.092 -2.057 1.752 0.00 -0.03 -0.01 -0.640
N -3.053 -0.190 0.564 0.00 -0.05 0.12 -0.307
H 3.118 3.859 0.068 0.00 0.00 0.00 0.388
H 2.168 2.781 -0.964 -0.01 0.00 0.01 0.305
H 2.194 2.542 0.781 0.00 -0.01 0.00 0.116
H 2.105 5.918 0.764 0.00 -0.01 0.00 0.370
H 0.058 7.303 1.072 0.00 0.00 0.00 0.431
H -2.155 6.286 0.599 0.00 0.00 0.00 0.358
H -3.584 5.613 -0.837 0.00 0.00 -0.01 0.358
H -5.768 4.518 -1.239 -0.01 -0.01 0.00 0.442
H -5.954 2.060 -0.940 0.00 0.00 0.00 0.368
H -5.522 0.070 -1.697 0.01 0.00 -0.01 0.370
H -5.559 -2.386 -1.355 0.00 -0.01 0.00 0.430
H -3.970 -3.400 0.269 0.01 0.00 0.02 0.333
H -2.249 -3.124 1.913 0.01 0.01 0.02 0.372
H -2.187 -1.538 2.706 0.00 0.00 0.01 0.409
H -1.067 -1.904 1.405 0.00 0.01 0.00 -0.348
O 6.276 1.140 -2.622 0.02 0.02 0.01 -0.520
C 6.076 1.610 -1.362 -0.01 0.00 0.02 0.439
O 6.791 2.478 -0.940 0.00 0.01 0.00 -0.582
C 4.966 0.996 -0.592 0.01 -0.02 0.01 0.887
C 4.969 1.130 0.800 0.00 0.00 -0.04 -0.809
C 3.956 0.598 1.566 -0.01 0.00 0.04 -0.721
C 2.862 -0.080 0.987 0.04 0.00 0.01 0.271
S 1.558 -0.679 1.970 0.00 -0.05 0.01 -0.398
C 2.882 -0.214 -0.414 -0.04 -0.03 0.00 0.284
C 3.907 0.310 -1.183 0.05 0.04 0.02 -1.135
H 5.724 0.364 -2.766 -0.02 -0.02 -0.02 0.336
H 5.789 1.665 1.263 0.00 0.00 0.00 0.415
H 3.972 0.711 2.642 0.00 -0.01 0.00 0.408
H 2.068 -0.734 -0.904 -0.03 0.00 -0.02 -0.036
H 3.840 0.214 -2.263 -0.02 -0.03 0.00 0.302
N -0.374 -1.695 -1.443 -0.02 0.06 0.03 -0.665
C 0.178 -2.682 -1.189 -0.07 0.09 0.04 0.721
N 0.824 -3.806 -0.944 0.08 -0.04 -0.04 -0.026
C 1.811 -3.844 0.151 -0.02 -0.01 0.02 0.000
C 1.187 -4.396 1.424 0.07 -0.05 -0.04 -0.123
C 0.497 -5.736 1.170 -0.02 0.03 -0.01 -0.950
C -0.524 -5.617 0.039 0.01 0.02 0.00 0.050
C 0.137 -5.072 -1.220 0.01 -0.01 0.04 -0.992
H 2.190 -2.837 0.317 -0.02 0.00 0.01 -0.362
H 2.634 -4.482 -0.184 -0.01 -0.01 -0.03 0.310
H 0.475 -3.662 1.808 -0.01 0.02 0.01 -0.108
H 1.971 -4.495 2.177 -0.03 0.00 0.02 0.418
H 0.012 -6.090 2.081 0.00 -0.01 0.00 0.366
H 1.245 -6.489 0.896 0.01 0.00 0.01 0.328
H -1.329 -4.936 0.338 0.00 -0.01 -0.01 -0.150
H -0.980 -6.584 -0.184 0.00 -0.01 0.02 0.392
H -0.582 -4.907 -2.021 0.00 0.01 -0.01 0.462
H 0.892 -5.775 -1.584 -0.01 0.00 0.00 0.338
```
Forces are in eV/Å.

Computed properties:
HOMO level	-0.24468	Eh
F_max	0.003	hartree/bohr
relative energy (zero: lowest compared OMol25 entry of this formula, charge and spin)	0.6	kcal/mol
net charge	0
total energy	-2583.69082	Eh



Computed, not measured: C30H30N3O4RuSSi as an isolated structure, with the ωB97M-V functional and the def2-TZVPD basis.

The geometry in XYZ format:
```
70
Properties=species:S:1:pos:R:3:forces:R:3:mulliken_charge:R:1
Ru -0.579 -0.288 -0.680 0.33 0.20 0.43 -0.048
O -0.281 -5.144 4.204 -0.05 0.05 -0.02 -0.679
C -1.235 -5.050 3.425 0.05 0.01 -0.15 0.415
O -2.273 -5.699 3.245 0.04 0.06 0.00 -0.697
C -1.080 -3.859 2.410 -0.04 -0.17 0.17 0.280
C -1.993 -3.706 1.374 0.05 0.02 0.04 -1.066
C -1.816 -2.692 0.460 0.00 0.07 0.07 -0.170
N -0.791 -1.835 0.570 -0.09 -0.07 -0.12 0.145
C 0.085 -1.956 1.586 0.08 0.06 0.01 0.475
C -0.023 -2.955 2.519 0.02 -0.05 -0.04 -0.535
C 1.138 -0.899 1.575 -0.07 -0.13 0.08 0.234
O 2.023 -0.793 2.367 -0.04 0.03 0.02 -0.583
O 0.976 -0.039 0.542 0.02 -0.09 -0.42 -0.762
H -2.815 -4.409 1.328 -0.02 0.02 -0.04 0.571
H -2.473 -2.533 -0.382 -0.08 0.03 0.04 0.557
H 0.688 -3.076 3.327 0.02 0.05 0.00 0.640
C -0.786 -4.118 -2.207 -0.06 0.09 -0.08 -0.733
C -1.378 -2.988 -2.706 -0.02 -0.06 -0.08 -1.122
C -0.689 -1.755 -2.723 -0.18 0.22 0.21 0.778
C 0.640 -1.694 -2.246 -0.04 0.01 0.13 0.935
C 1.215 -2.879 -1.707 -0.03 -0.10 0.12 -1.192
C 0.526 -4.060 -1.700 0.11 0.02 0.00 -0.824
Si 1.536 -0.115 -1.955 -0.08 0.11 0.23 1.180
C 3.293 -0.235 -1.445 -0.02 0.02 -0.24 0.717
C 3.906 -0.144 -0.197 -0.04 0.00 0.05 -0.507
C 5.280 -0.298 -0.091 0.03 -0.01 0.00 -0.697
C 6.053 -0.546 -1.217 -0.02 0.01 0.00 -0.468
C 5.456 -0.631 -2.467 0.00 0.00 0.02 -0.794
C 4.086 -0.467 -2.582 0.02 0.00 -0.01 -0.411
C 1.190 1.247 -3.157 0.05 -0.11 0.01 0.400
C 0.783 0.934 -4.460 -0.02 0.00 0.00 0.220
C 0.742 1.916 -5.439 -0.04 0.01 0.00 -0.800
C 1.087 3.223 -5.123 -0.03 0.02 0.02 -0.590
C 1.473 3.552 -3.829 0.00 0.00 0.00 -0.752
C 1.538 2.568 -2.854 0.02 0.02 0.01 -0.342
H -1.320 -5.059 -2.210 0.00 0.00 0.00 0.464
H -2.374 -3.044 -3.120 -0.04 -0.01 -0.05 0.567
H -1.135 -0.918 -3.246 0.12 -0.04 -0.16 0.256
H 2.222 -2.840 -1.308 0.01 0.00 -0.03 0.458
H 0.992 -4.958 -1.315 -0.01 0.00 0.02 0.474
H 3.326 0.044 0.693 0.02 0.02 -0.01 0.346
H 5.747 -0.225 0.882 0.00 0.00 0.00 0.447
H 7.123 -0.668 -1.120 0.00 0.00 0.00 0.407
H 6.055 -0.819 -3.349 0.00 0.00 0.00 0.425
H 3.639 -0.522 -3.572 0.00 0.00 0.01 0.352
H 0.543 -0.089 -4.727 0.00 0.01 0.00 0.486
H 0.461 1.658 -6.452 0.00 0.00 0.00 0.473
H 1.069 3.987 -5.889 0.00 0.00 0.00 0.446
H 1.752 4.569 -3.588 0.00 0.00 0.00 0.456
H 1.884 2.826 -1.860 0.00 0.00 0.00 0.477
C -2.183 3.048 -3.567 0.02 0.02 -0.08 -0.771
N -3.184 1.983 -3.671 0.03 -0.07 0.13 0.172
C -4.363 2.353 -4.463 0.01 -0.06 -0.03 -1.175
C -3.174 0.941 -2.846 -0.08 0.25 -0.11 0.644
S -2.247 1.081 -1.355 -0.15 -0.47 -0.19 -0.371
N -3.918 -0.140 -3.097 0.08 -0.01 0.00 0.259
C -4.238 -0.577 -4.457 -0.03 0.04 0.03 -1.198
C -4.449 -1.006 -2.048 -0.04 0.05 0.03 -1.171
H -2.058 3.487 -4.555 0.01 0.00 -0.01 0.454
H -1.232 2.645 -3.240 0.05 0.01 0.00 -0.003
H -2.518 3.821 -2.873 0.00 -0.02 0.00 0.375
H -4.574 3.403 -4.262 0.01 0.00 -0.01 0.402
H -5.224 1.768 -4.160 0.00 -0.01 0.01 0.433
H -4.186 2.231 -5.531 0.01 -0.02 0.00 0.355
H -3.578 -0.095 -5.172 0.01 0.04 -0.02 0.381
H -5.276 -0.378 -4.722 -0.01 0.00 0.00 0.363
H -4.078 -1.655 -4.504 0.01 0.01 0.00 0.409
H -4.210 -0.611 -1.066 -0.01 -0.01 -0.01 0.384
H -4.049 -2.012 -2.151 0.06 -0.08 0.03 0.339
H -5.533 -1.059 -2.156 0.00 0.01 -0.01 0.412
```
Forces are in eV/Å.

Computed properties:
HOMO level (alpha / beta)	-0.36198 / -0.36197	Eh
F_max	0.011	hartree/bohr
relative energy (zero: lowest compared OMol25 entry of this formula, charge and spin)	0.0	kcal/mol
net charge	+1
total energy	-2408.71001	Eh